(1)
Formula: C36H104N4O24
Source: OMol25
Level of theory: ωB97M-V/def2-TZVPD

- 2S+1: 1
- Energy relative to the best compared isomer or geometry (same formula, charge and spin): 175.95 kJ/mol
- HOMO level: -9.096 eV

```
168
Properties=species:S:1:pos:R:3:forces:R:3
C 4.3210 -0.1235 -1.6569 0.86 -1.52 -1.63
C 3.9312 -1.4535 -1.0094 -1.02 0.53 1.64
C 4.9603 -2.5976 -0.8585 -0.37 1.30 -0.68
O 5.0778 -3.1623 -2.1361 0.46 -1.49 0.60
C 5.5791 -4.4906 -1.9744 -0.44 -0.25 -1.73
N 3.4844 -1.0785 0.3000 0.33 0.67 3.00
H 3.5934 0.6716 -1.4942 0.14 -0.14 0.23
H 4.2974 -0.4021 -2.7104 0.11 0.61 -0.41
H 5.3559 0.1778 -1.4951 -0.12 0.18 0.55
H 2.9927 -1.7461 -1.4803 0.43 -0.94 -0.99
H 4.7565 -3.3556 -0.1021 -1.19 -0.11 0.00
H 5.9184 -2.2584 -0.4647 0.42 0.74 -0.35
H 4.9054 -5.1810 -1.4669 -0.14 0.48 0.99
H 6.5966 -4.5068 -1.5839 -0.03 -0.06 0.12
H 5.5289 -4.9540 -2.9597 0.68 0.28 -0.34
H 3.1952 -1.8056 0.9386 0.25 -0.71 -0.25
H 2.6757 -0.4735 0.3120 0.01 0.16 -0.60
C -0.1537 4.1217 -2.9589 1.31 0.21 0.49
C 0.3620 3.8296 -4.3675 -1.41 -0.02 0.04
C 0.4597 2.3364 -4.6682 0.36 -0.68 0.87
O 1.4927 1.6708 -3.9035 -0.43 1.99 -0.34
C 1.6066 0.2820 -4.0436 -0.84 0.72 0.48
N -0.6578 4.4520 -5.2479 0.58 -0.04 -0.91
H -0.0234 5.1523 -2.6286 0.09 0.28 -0.53
H 0.4781 3.5914 -2.2463 -0.46 -0.44 0.25
H -1.2242 3.9413 -2.8609 0.08 -0.57 0.04
H 1.3633 4.2147 -4.5601 -0.16 0.62 0.08
H 0.6586 2.2056 -5.7319 -0.06 -0.14 -0.22
H -0.5158 1.9288 -4.4028 -0.23 -0.51 -0.14
H 2.3822 0.0553 -3.3120 0.07 -0.64 -0.64
H 1.7667 -0.0019 -5.0837 0.46 -0.27 0.03
H 0.6630 -0.1474 -3.7070 -0.15 -0.58 -0.03
H -1.6198 4.2461 -5.0193 0.03 -0.10 0.95
H -0.6372 4.0828 -6.1877 0.65 0.11 -0.43
C -0.7070 -3.7268 3.1976 0.09 0.56 -0.10
C -1.8633 -4.6560 3.5329 -0.27 1.09 0.25
C -3.1730 -4.1390 2.8989 0.06 -0.79 1.01
O -4.2586 -4.8914 3.5266 0.70 1.56 -0.92
C -5.5404 -4.3512 3.2032 0.54 -0.90 0.05
N -1.4026 -5.9714 3.1977 -0.52 -0.72 -0.73
H -0.5835 -3.6611 2.1166 0.13 -0.37 -0.22
H 0.2092 -4.1240 3.6346 0.01 0.07 -0.08
H -0.8104 -2.6768 3.4713 -0.25 -0.04 0.51
H -2.0738 -4.6667 4.6023 0.10 0.27 0.19
H -3.1702 -4.1656 1.8092 -0.19 -0.70 -0.34
H -3.2336 -3.0699 3.1027 -0.38 0.23 0.54
H -5.6528 -3.2835 3.3916 0.28 0.15 0.22
H -6.2269 -4.9136 3.8361 -0.24 0.15 -0.24
H -5.7287 -4.5264 2.1440 -0.33 -0.02 -0.13
H -2.1843 -6.6110 3.1887 -0.25 -0.27 0.39
H -1.1436 -5.9368 2.2221 0.53 -0.18 -0.34
C -1.9956 -1.1310 -1.3677 0.98 1.07 0.71
C -0.9271 -0.7136 -0.2971 0.09 -0.60 -0.74
C -0.0576 0.5630 -0.5997 -1.05 -1.09 -0.71
O 1.1275 0.5576 0.1902 -0.59 -0.51 0.13
C 1.7633 1.8181 0.3372 0.08 0.01 -0.21
N -1.6173 -0.5860 0.9507 -0.53 0.85 1.10
H -1.5234 -1.3613 -2.3227 -0.16 -0.07 -0.02
H -2.7140 -0.3163 -1.4586 0.04 0.19 -0.32
H -2.6105 -1.9532 -1.0016 0.34 -0.28 -0.07
H -0.2505 -1.5491 -0.1174 0.68 -0.18 -0.85
H -0.6408 1.4748 -0.4710 -0.01 0.10 0.44
H 0.1750 0.5382 -1.6642 0.43 -0.02 -0.13
H 2.0293 2.2130 -0.6433 -0.29 0.41 0.06
H 2.6968 1.6545 0.8756 -0.05 -0.03 0.12
H 1.1128 2.4622 0.9288 0.09 0.42 -0.33
H -0.9243 -0.5432 1.6842 -0.15 -0.05 0.36
H -2.1513 -1.4118 1.1812 -0.33 -0.09 -0.27
C 1.4079 1.8662 3.9964 -0.24 0.31 -1.16
C 1.2693 0.3444 3.8188 -0.37 -0.09 1.87
O 0.3702 -0.0595 2.7792 1.00 0.84 0.74
O 0.1648 2.5278 4.0239 -0.70 -0.38 0.33
H 1.8634 2.2372 3.0782 0.90 0.02 -0.04
H 1.9484 2.2663 4.8542 0.34 -0.83 0.01
H 0.7953 -0.0915 4.6983 0.15 0.11 0.28
H 2.2706 -0.0835 3.7708 0.04 -0.11 -0.49
H 0.7063 0.3368 1.9720 0.21 -0.08 -0.85
H -0.3252 2.0545 3.3475 -0.88 0.22 -0.22
C 5.3049 -0.6748 3.1705 0.70 0.88 0.72
C 5.6399 0.0486 4.5187 -1.06 0.36 -1.27
O 4.5458 0.9579 4.8950 1.09 -1.26 -0.07
O 5.3918 0.2824 2.1010 0.13 -0.09 1.14
H 4.3384 -1.1720 3.2528 -0.35 0.36 -0.09
H 6.0113 -1.4854 2.9913 0.37 0.00 0.07
H 6.5372 0.6562 4.4019 0.17 -0.16 -0.14
H 5.8493 -0.7031 5.2798 -0.44 0.17 0.24
H 4.8019 1.8086 4.5310 -0.19 0.22 -0.16
H 4.8752 -0.0530 1.3646 -0.65 -0.60 -0.72
C -3.1276 -2.7672 -4.7706 -0.55 -0.67 2.44
C -2.6150 -4.0531 -4.1314 -2.47 -0.19 0.15
O -1.2914 -4.2213 -4.3103 2.57 -0.08 -0.58
O -3.0966 -2.7468 -6.1491 0.59 0.09 -1.17
H -2.4939 -1.9933 -4.3376 -0.18 0.47 -0.45
H -4.1433 -2.6915 -4.3823 -0.22 0.59 -0.01
H -3.1534 -4.8842 -4.5871 -0.43 -0.37 -0.18
H -2.8403 -4.1179 -3.0669 -0.08 0.44 0.13
H -1.1867 -3.9910 -5.2363 0.77 -0.12 -0.33
H -3.8605 -3.2073 -6.5040 -0.01 -0.07 0.04
C -6.9520 -3.9670 -1.3187 -0.85 -2.19 0.19
C -5.7921 -3.5091 -2.1576 -1.24 -1.01 0.85
O -4.9501 -2.8640 -1.2698 1.39 0.28 -0.34
O -7.8289 -2.9508 -1.0295 -0.99 2.47 0.49
H -6.5976 -4.3645 -0.3677 0.60 -0.28 -0.07
H -7.6215 -4.7172 -1.7396 0.70 -0.75 -0.74
H -6.1970 -2.9036 -2.9685 0.31 0.22 -0.27
H -5.3127 -4.4157 -2.5269 0.23 0.16 -0.29
H -5.2502 -1.9606 -1.1452 0.05 0.76 0.33
H -8.5567 -3.3067 -0.5145 -0.02 0.17 0.01
C 3.7224 6.5944 0.0791 -0.90 -0.89 -0.88
C 3.1428 5.4332 -0.7849 -0.28 1.09 1.12
O 2.0956 4.8143 -0.0996 -0.16 -1.54 0.63
O 2.8321 7.7172 0.0974 1.23 -0.03 -0.72
H 4.7107 6.7141 -0.3647 -0.03 1.44 -0.10
H 3.9305 6.2799 1.1018 -0.20 -0.42 0.06
H 3.9481 4.7253 -0.9812 -0.18 -0.30 0.02
H 2.6818 5.7651 -1.7152 0.77 0.58 -0.38
H 1.3767 5.4293 0.0638 -0.21 0.35 -0.30
H 2.1343 7.5743 0.7409 -0.03 -0.38 0.37
C 7.2413 3.3234 2.1223 -1.47 0.69 -0.45
C 5.8605 3.5704 1.4684 -0.20 0.53 0.40
O 4.7970 3.0456 2.2462 -0.25 -0.06 0.31
O 7.3965 4.2052 3.2249 0.54 -0.06 0.10
H 8.0315 3.5715 1.4138 0.06 -0.11 0.07
H 7.2606 2.2656 2.3847 0.34 -0.08 0.16
H 5.7993 3.2610 0.4250 0.17 -0.44 -0.10
H 5.5809 4.6239 1.4790 0.78 0.30 -0.17
H 4.7453 2.0950 2.1224 0.26 -0.57 0.08
H 6.9155 3.9072 4.0005 -0.18 -0.21 -0.18
C -0.8116 5.6029 1.6773 -1.21 0.55 0.31
C 0.4342 5.2769 2.4973 0.80 0.64 -1.17
O 1.3733 6.3866 2.5016 -0.57 -0.01 -0.32
O -0.5263 5.9897 0.3155 0.77 -0.28 0.56
H -1.4470 6.3890 2.0851 0.36 0.36 0.52
H -1.4957 4.7555 1.6323 0.43 -0.56 0.30
H 0.9078 4.4902 1.9100 0.13 -0.44 0.41
H 0.3525 5.0010 3.5486 -1.04 -0.39 -0.38
H 2.1808 5.9777 2.8214 0.29 0.21 -0.01
H -1.3717 6.1183 -0.1209 0.07 0.02 -0.08
C 0.8550 -4.8866 -1.6899 -0.95 1.23 1.10
C 0.3558 -4.7408 -0.2500 0.04 0.82 0.50
O 0.0088 -5.9146 0.4293 0.06 -0.76 -0.44
O 1.9579 -5.7522 -1.7427 0.03 -0.33 0.04
H 1.1398 -3.8667 -1.9484 0.19 0.23 -0.29
H -0.0021 -5.1174 -2.3224 0.23 -0.63 -0.27
H -0.5100 -4.0836 -0.1688 -0.27 -0.01 -0.67
H 1.0640 -4.2304 0.4026 0.73 0.25 -0.32
H 0.8428 -6.3893 0.4534 -0.06 -0.62 0.25
H 2.3588 -5.6670 -2.6108 0.04 -0.09 -0.05
C -6.0337 0.8642 -1.0973 1.18 0.20 1.24
C -6.9701 0.3880 -2.1667 -1.04 -0.92 -0.14
O -8.1741 -0.2507 -1.6562 1.08 1.24 -0.24
O -5.2442 -0.2247 -0.5596 -1.05 -0.24 -1.61
H -6.5511 1.3812 -0.2891 -0.59 -0.33 0.16
H -5.3228 1.6349 -1.3951 0.03 0.04 -0.90
H -6.4879 -0.3681 -2.7862 0.52 0.04 -0.13
H -7.2770 1.1716 -2.8594 -0.05 0.22 0.34
H -7.8425 -1.0631 -1.2668 -0.30 -0.58 0.19
H -4.8551 0.0010 0.2885 -0.07 0.33 0.67
C -3.2398 2.5071 1.1058 -1.56 -0.81 0.26
C -4.3533 1.9804 2.0318 0.52 -0.30 -0.11
O -4.6717 0.5495 1.8990 0.69 1.43 0.04
O -1.9961 2.0584 1.5202 0.51 1.65 0.23
H -3.3509 3.5886 1.1835 0.47 0.17 0.17
H -3.4819 2.2822 0.0671 0.20 -0.30 -0.34
H -5.2512 2.5776 1.8734 -0.15 -0.05 0.11
H -3.9046 2.1596 3.0089 -0.48 -0.08 0.35
H -5.3727 0.3762 2.5315 -0.07 -0.14 0.04
H -1.9080 1.1328 1.2809 -0.20 -1.33 -0.20
```
Positions in Å, forces in eV/Å.

***

(2)
Formula: C3H6BrP
Source: OMol25
Level of theory: ωB97M-V/def2-TZVPD

- 2S+1: 1
- Energy relative to the best compared isomer or geometry (same formula, charge and spin): 108.51 kJ/mol
- HOMO level: -9.607 eV

```
11
Properties=species:S:1:pos:R:3:forces:R:3
C 1.1218 0.3540 0.3183 -0.77 3.23 2.07
C 0.2101 1.0468 -0.6914 -0.71 2.59 -0.92
C -0.3093 -0.0087 0.2243 -1.32 2.14 3.23
P -0.7088 -1.5390 -0.5859 1.07 -0.52 0.70
Br -0.8186 -2.8156 1.2566 0.09 -0.35 0.00
H 1.8659 -0.1670 -0.1437 1.74 -1.82 -1.02
H 1.4441 0.8168 1.3107 -0.47 -0.38 -1.76
H -0.2732 2.0980 -0.7023 1.14 -1.71 0.91
H 0.3610 0.8649 -1.7720 0.20 -0.65 0.78
H -0.8831 0.6133 1.3043 1.24 -2.63 -3.64
H -2.0099 -1.2635 -0.5189 -2.21 0.10 -0.37
```
Positions in Å, forces in eV/Å.

***

(3)
Formula: C18H34BBr2FNO4
Source: OMol25
Level of theory: ωB97M-V/def2-TZVPD

- 2S+1: 1
- Net charge: -1
- HOMO level: -4.127 eV

```
61
Properties=species:S:1:pos:R:3:forces:R:3
C 2.8199 1.2204 -1.9215 -1.03 0.96 0.09
C 1.3789 1.6294 -2.4605 0.76 -0.81 0.41
B 0.3950 1.6098 -1.1578 0.52 0.98 -0.60
O 0.6836 0.4546 -0.2894 -0.56 -0.99 0.16
C -0.5261 0.0052 0.2782 -0.19 0.75 1.11
C -0.2244 -0.2700 1.7768 -1.37 -0.24 0.03
C 0.0996 -1.7581 2.0567 0.73 0.99 0.59
C 1.2620 -2.3025 1.2005 -0.58 -1.06 -0.21
C 0.8518 -2.7355 -0.2418 1.17 0.42 0.44
N -0.5030 -3.3048 -0.3380 1.80 -0.41 -1.23
C -0.6824 -4.5166 0.4695 -1.12 -0.02 0.96
C -0.9534 -3.4643 -1.6484 -0.19 0.22 -0.40
C -0.2306 -2.8816 -2.8660 0.44 0.79 0.53
O -1.9876 -4.0547 -1.8510 -0.79 -0.75 -0.08
C -1.6464 1.0800 -0.1121 1.63 -0.55 -2.40
C -2.8917 0.3495 -0.6414 -1.54 -0.24 2.82
C -3.6188 -0.3886 0.5602 0.38 -1.92 -2.38
C -4.0257 -1.8512 0.2580 -1.30 2.99 0.69
O -4.9876 -0.7010 0.3562 0.71 -0.15 1.03
C -1.8154 2.3412 0.7571 -0.96 0.45 -0.66
C -2.4599 3.4668 -0.0797 -0.10 0.29 0.94
F -2.7155 2.1308 1.8451 0.34 -0.29 -0.04
O -1.0600 1.5579 -1.3455 -0.40 -0.14 0.13
H 3.6107 1.5899 -2.5950 -0.07 -0.47 0.15
H 2.8651 0.1366 -1.7455 0.22 0.32 -0.10
H 2.9485 1.7428 -0.9438 0.12 -0.51 -0.72
H 1.4922 2.6437 -2.8826 -0.37 -0.41 -0.10
H 1.0642 0.8913 -3.2277 0.14 0.45 -0.02
H 0.6660 2.6735 -0.5954 0.16 0.38 0.57
H -0.9462 -0.9236 -0.1610 0.61 0.23 -0.01
H 0.5716 0.4007 2.1306 -0.14 -0.26 -0.26
H -1.1317 -0.0303 2.3711 0.40 -0.02 -0.12
H -0.8319 -2.3381 1.9989 0.40 -0.03 -0.27
H 0.4286 -1.8109 3.1144 -0.19 -0.09 -0.35
H 2.0841 -1.5744 1.1299 -0.38 -0.10 -0.02
H 1.6778 -3.2043 1.6906 -0.13 0.40 0.01
H 1.5950 -3.4856 -0.5975 -0.25 0.24 0.19
H 1.0014 -1.8504 -0.8774 -0.63 -0.28 0.15
H -1.5256 -4.3357 1.1618 0.29 -0.33 -0.20
H 0.1832 -4.7585 1.1007 -0.02 0.38 -0.38
H -0.9397 -5.4098 -0.1168 0.10 0.44 -0.10
H -0.5976 -1.8437 -2.9767 0.27 -0.31 -0.05
H 0.8613 -2.8313 -2.7606 -0.35 0.02 -0.01
H -0.4659 -3.4341 -3.7808 -0.27 -0.03 0.47
H -2.6449 -0.4349 -1.3632 0.37 0.52 0.03
H -3.6496 1.0082 -1.0877 0.44 0.07 0.06
H -3.2724 -0.1677 1.5787 -0.47 -0.01 -0.37
H -4.1906 -2.1416 -0.7771 1.09 -0.72 0.33
H -4.1118 -2.5096 1.1232 0.00 -0.23 -0.55
H -0.8702 2.6950 1.1897 -0.17 -0.39 -0.16
H -2.8087 4.2331 0.6381 0.18 -0.22 -0.21
H -3.3613 3.1059 -0.5947 0.47 0.06 -0.07
H -1.7470 3.9447 -0.7579 -0.20 -0.40 0.01
Br 2.6112 2.4100 1.6747 0.18 0.02 0.04
C 4.2046 3.3155 2.3283 -0.49 -0.11 0.18
C 4.5979 4.4564 1.4272 0.32 0.02 0.00
Br 5.4599 3.8177 -0.1975 -0.07 0.04 0.00
H 4.9810 2.5620 2.4274 0.06 0.11 -0.06
H 3.9369 3.6873 3.3170 0.11 0.09 -0.04
H 5.3398 5.0895 1.9125 -0.03 -0.03 0.02
H 3.7518 5.0639 1.1184 -0.03 -0.11 0.02
```
Positions in Å, forces in eV/Å.

***

(4)
Formula: C3H3Br
Source: OMol25
Level of theory: ωB97M-V/def2-TZVPD

- 2S+1: 1
- Energy relative to the best compared isomer or geometry (same formula, charge and spin): 264.02 kJ/mol
- HOMO level: -7.651 eV

```
7
Properties=species:S:1:pos:R:3:forces:R:3
C -0.4352 0.2580 -0.8214 2.67 -0.66 -2.51
C 0.0533 -0.3698 0.3067 -4.32 1.83 -0.27
C -1.3605 0.1100 0.1285 2.77 -0.57 0.80
Br 3.2116 -0.1814 0.8878 -0.76 -0.01 -0.02
H 0.0118 0.4860 -1.8703 -1.36 -0.02 2.05
H 0.8956 -0.6800 0.9519 0.61 -0.21 -0.19
H -2.3766 0.3772 0.4167 0.40 -0.36 0.14
```
Positions in Å, forces in eV/Å.

***

(5)
Formula: C13H20ClNO2
Source: OMol25
Level of theory: ωB97M-V/def2-TZVPD

- 2S+1: 1
- Energy relative to the best compared isomer or geometry (same formula, charge and spin): 0.00 kJ/mol
- SMILES string: Cc1ccc(Cl)c(OC[C@H](O)CNC(C)C)c1
- HOMO level: -8.420 eV

```
37
Properties=species:S:1:pos:R:3:forces:R:3
C -2.2342 -3.0826 0.1012 -0.04 0.00 -0.04
C -2.2745 -1.5870 0.0204 -0.06 0.14 0.04
C -3.0802 -0.8438 0.8689 0.03 0.01 0.02
C -3.1026 0.5385 0.7798 0.10 -0.02 -0.07
C -2.3156 1.1776 -0.1558 0.12 -0.07 -0.16
Cl -2.3049 2.9073 -0.2458 -0.02 0.16 0.04
C -1.4989 0.4508 -1.0339 -0.27 0.08 0.09
O -0.7749 1.1872 -1.9166 -0.29 0.03 0.41
C 0.1588 0.5746 -2.7784 0.69 -0.34 -0.19
C 1.5061 0.1921 -2.1157 -0.33 0.45 -0.19
O 1.4748 -1.0834 -1.5359 0.14 -0.40 0.13
C 1.9279 1.2297 -1.0542 -0.01 -0.25 -0.34
N 1.1894 0.9626 0.1706 -0.16 0.34 0.10
C 1.9463 0.9849 1.4161 0.13 -0.21 0.27
C 2.6930 -0.3413 1.5737 -0.01 0.41 -0.01
C 0.9713 1.1743 2.5735 0.19 0.06 -0.24
C -1.4972 -0.9328 -0.9286 -0.03 0.05 -0.15
H -2.7743 -3.5159 -0.7402 -0.03 -0.11 -0.03
H -2.6971 -3.4326 1.0207 0.00 -0.08 0.04
H -1.2083 -3.4447 0.0584 0.03 -0.07 0.02
H -3.6885 -1.3362 1.6126 -0.06 -0.08 0.07
H -3.7226 1.1216 1.4432 -0.03 0.09 0.03
H 0.3529 1.3350 -3.5393 -0.03 -0.09 0.03
H -0.2654 -0.3106 -3.2652 0.01 0.08 0.01
H 2.2509 0.1542 -2.9201 -0.09 0.07 0.04
H 1.2084 -0.9371 -0.6101 -0.06 0.08 -0.09
H 1.7604 2.2396 -1.4471 0.06 -0.03 0.13
H 2.9965 1.1070 -0.8624 -0.04 0.03 -0.01
H 0.3935 1.5851 0.2401 0.04 -0.05 -0.02
H 2.6776 1.8144 1.4250 -0.11 -0.13 -0.01
H 3.3169 -0.3220 2.4632 0.11 -0.04 0.11
H 1.9766 -1.1554 1.6668 -0.09 -0.10 0.01
H 3.3267 -0.5385 0.7134 0.11 -0.08 -0.09
H 0.4594 2.1314 2.4967 -0.08 0.12 0.03
H 1.4996 1.1391 3.5226 0.01 0.01 0.11
H 0.2233 0.3839 2.5566 -0.09 -0.10 0.01
H -0.8709 -1.5271 -1.5742 0.12 0.02 -0.08
```
Positions in Å, forces in eV/Å.

***

(6)
Formula: C2H6N2O3
Source: OMol25
Level of theory: ωB97M-V/def2-TZVPD

- 2S+1: 1
- Energy relative to the best compared isomer or geometry (same formula, charge and spin): 731.43 kJ/mol
- HOMO level: -8.684 eV

```
13
Properties=species:S:1:pos:R:3:forces:R:3
C 0.6322 0.1164 0.4903 -3.25 -0.03 -4.33
N -0.6426 -0.0519 -0.8612 0.99 0.81 1.33
C 0.3640 -1.2219 0.8341 0.82 -0.09 2.65
N -0.2922 0.9517 -1.7477 -0.21 0.19 -0.22
O -1.8807 0.3227 -0.1470 0.40 -0.10 -0.26
O 1.6534 -0.4796 2.0109 -0.06 -1.47 0.38
O -0.1717 -2.2291 0.9417 0.80 0.71 -0.28
H -2.4603 -0.4372 -0.2887 0.09 0.10 -0.04
H 2.5000 -0.9263 1.8540 -0.09 0.09 0.05
H -0.8457 0.8771 -2.5972 0.02 0.02 0.11
H -0.4217 1.8860 -1.3540 -0.04 -0.14 -0.02
H 0.1183 0.8827 1.0641 0.43 -0.17 0.18
H 1.4468 0.3093 -0.1994 0.11 0.09 0.45
```
Positions in Å, forces in eV/Å.